No. 1
{"formula": "C12H29AsIO4S2", "method": "ωB97M-V with the def2-TZVPD basis set", "charge": -1, "energy_ha": -4105.289840, "multiplicity": 1, "lumo_ev": 2.59, "gap_ev": 7.0, "symbols": ["C", "C", "C", "I", "As", "C", "C", "C", "C", "C", "S", "O", "O", "H", "H", "H", "H", "H", "H", "H", "H", "H", "H", "H", "H", "H", "H", "H", "H", "H", "H", "H", "H", "H", "C", "C", "C", "S", "O", "O", "C", "H", "H", "H", "H", "H", "H", "H", "H"], "coordinates": [[-3.60, -1.75, 0.52], [-3.32, -1.13, 1.90], [-2.46, -1.95, 2.88], [-3.00, -4.02, 2.86], [-0.34, -1.76, 2.94], [-0.70, 0.12, 3.74], [0.27, 1.30, 3.56], [0.10, 2.05, 2.23], [1.75, 0.94, 3.81], [-0.31, -1.01, 0.90], [1.21, -0.94, 0.11], [1.09, -0.54, -1.29], [2.02, -2.10, 0.41], [-4.57, -2.25, 0.51], [-2.85, -2.49, 0.23], [-3.62, -0.98, -0.26], [-4.28, -0.90, 2.37], [-2.81, -0.17, 1.76], [-2.74, -1.67, 3.89], [-0.18, -3.18, 2.29], [-0.42, -2.39, 4.40], [1.20, -1.58, 3.04], [-0.77, -0.12, 4.81], [-1.69, 0.47, 3.44], [0.01, 2.02, 4.35], [-0.88, 1.86, 1.79], [0.86, 1.77, 1.49], [0.19, 3.13, 2.38], [2.21, 0.48, 2.93], [2.32, 1.84, 4.05], [1.85, 0.23, 4.63], [-0.78, -0.03, 0.74], [-0.84, -1.75, 0.29], [1.79, 0.12, 0.72], [1.08, 0.02, -4.40], [2.56, 0.31, -4.66], [2.63, 1.36, -5.77], [1.11, 2.32, -5.63], [0.32, 2.12, -6.83], [1.42, 3.67, -5.21], [0.40, 1.38, -4.29], [0.95, -0.55, -3.48], [0.65, -0.55, -5.22], [3.01, 0.70, -3.75], [3.10, -0.59, -4.94], [3.47, 2.04, -5.69], [2.62, 0.91, -6.77], [-0.68, 1.36, -4.42], [0.66, 1.88, -3.36]]}

=====

No. 2
{"formula": "C12H29FO2P", "method": "ωB97M-V with the def2-TZVPD basis set", "charge": 1, "energy_ha": -1066.075004, "multiplicity": 1, "lumo_ev": -2.40, "gap_ev": 10.3, "symbols": ["C", "C", "C", "C", "P", "C", "C", "C", "F", "O", "C", "C", "C", "H", "H", "H", "H", "H", "H", "H", "H", "H", "H", "H", "H", "H", "H", "H", "H", "H", "H", "H", "H", "H", "H", "H", "C", "C", "O", "H", "H", "H", "H", "H", "H"], "coordinates": [[-0.78, 3.88, -2.78], [0.36, 4.47, -1.95], [1.69, 3.69, -2.16], [2.05, 2.79, -0.97], [1.07, 1.29, -0.83], [0.70, 0.53, -2.41], [0.19, -0.93, -2.37], [-0.46, -1.39, -1.09], [-0.71, -1.09, -3.40], [1.88, 0.28, 0.06], [1.77, 0.63, 1.49], [0.64, -0.10, 2.17], [0.88, -1.62, 2.22], [-1.63, 4.54, -2.82], [-1.08, 2.93, -2.34], [-0.44, 3.73, -3.80], [0.10, 4.41, -0.90], [0.54, 5.50, -2.21], [2.46, 4.45, -2.19], [1.72, 3.19, -3.12], [3.10, 2.52, -0.99], [1.90, 3.38, -0.07], [-0.12, 1.60, -0.16], [1.59, 0.56, -3.02], [-0.05, 1.11, -2.94], [1.04, -1.58, -2.58], [0.31, -1.76, -0.42], [-1.10, -2.24, -1.29], [-1.06, -0.63, -0.59], [1.62, 1.70, 1.63], [2.71, 0.34, 1.93], [0.61, 0.28, 3.18], [-0.31, 0.13, 1.68], [1.57, -1.93, 1.45], [-0.06, -2.15, 2.14], [1.27, -1.85, 3.21], [-2.83, -5.25, 3.43], [-2.87, -3.88, 2.79], [-1.62, -3.55, 2.17], [-2.04, -5.30, 4.18], [-3.78, -5.49, 3.91], [-2.61, -6.02, 2.68], [-3.07, -3.11, 3.54], [-3.67, -3.83, 2.04], [-1.45, -4.21, 1.50]]}

=====

No. 3
{"formula": "C12H29IrNO2S2", "method": "ωB97M-V with the def2-TZVPD basis set", "charge": 3, "energy_ha": -1579.255139, "multiplicity": 5, "lumo_ev": [-10.24, -13.85], "gap_ev": [8.6, 5.5], "symbols": ["Ir", "S", "S", "C", "C", "C", "N", "C", "C", "H", "H", "H", "H", "H", "H", "H", "H", "C", "H", "H", "H", "H", "H", "H", "H", "C", "C", "H", "H", "H", "H", "C", "O", "C", "C", "O", "C", "H", "H", "H", "H", "H", "H", "H", "H", "H", "H"], "coordinates": [[-0.02, 0.04, -0.84], [1.14, -1.80, -0.41], [-0.26, 1.94, 0.29], [2.09, -1.47, 1.12], [2.47, -1.42, -1.64], [2.90, 0.03, -1.67], [1.68, 0.90, -1.76], [1.93, 2.35, -1.40], [0.61, 2.97, -0.99], [2.07, -1.74, -2.62], [3.29, -2.08, -1.36], [3.53, 0.22, -2.55], [3.47, 0.31, -0.78], [2.34, 2.85, -2.29], [2.68, 2.40, -0.61], [-0.08, 3.06, -1.84], [0.75, 3.94, -0.51], [1.08, 2.14, 1.57], [1.46, 0.93, -2.76], [1.85, 1.37, 1.54], [0.54, 2.10, 2.52], [1.53, 3.13, 1.43], [1.65, -2.11, 1.88], [2.01, -0.42, 1.42], [3.14, -1.75, 0.94], [-0.78, -0.34, -2.65], [-1.81, -1.18, -2.07], [-0.04, -0.85, -3.28], [-1.17, 0.62, -3.03], [-1.58, -2.23, -1.81], [-2.82, -0.94, -2.39], [-0.52, -0.45, 3.38], [-0.93, -0.91, 2.09], [-2.23, -1.52, 2.20], [-2.68, -1.87, 0.80], [-2.45, -0.76, -0.10], [-3.48, 0.24, 0.06], [0.56, -0.23, 3.32], [-0.70, -1.23, 4.15], [-1.06, 0.46, 3.67], [-2.14, -2.46, 2.79], [-2.94, -0.85, 2.71], [-2.09, -2.71, 0.41], [-3.75, -2.11, 0.80], [-4.28, 0.04, -0.67], [-3.89, 0.16, 1.08], [-3.05, 1.24, -0.11]]}

=====

No. 4
{"formula": "C12H29N", "method": "ωB97M-V with the def2-TZVPD basis set", "smiles": "CCN(CC)CC.CCCCCC", "energy_ha": -529.058722, "multiplicity": 1, "lumo_ev": 0.92, "gap_ev": 9.0, "symbols": ["C", "C", "N", "C", "C", "C", "C", "H", "H", "H", "H", "H", "H", "H", "H", "H", "H", "H", "H", "H", "H", "H", "C", "C", "C", "C", "C", "C", "H", "H", "H", "H", "H", "H", "H", "H", "H", "H", "H", "H", "H", "H"], "coordinates": [[-0.75, -2.84, -2.65], [0.12, -1.72, -2.25], [0.66, -1.02, -3.35], [0.75, 0.50, -3.14], [1.67, 0.85, -1.98], [1.74, -1.54, -4.11], [1.38, -1.59, -5.61], [-1.49, -2.49, -3.02], [-1.04, -3.65, -1.87], [-0.20, -3.46, -3.49], [0.93, -1.95, -1.58], [-0.28, -1.13, -1.65], [-0.25, 0.91, -3.10], [1.09, 1.05, -4.30], [1.37, 0.37, -1.08], [2.10, 1.91, -1.77], [2.82, 0.56, -2.03], [1.78, -2.59, -3.92], [2.77, -1.17, -3.81], [0.49, -1.97, -5.85], [2.21, -2.35, -6.02], [1.52, -0.57, -6.28], [0.73, -0.29, 1.94], [-0.78, -0.23, 2.07], [-1.35, 0.23, 3.47], [-1.09, 1.70, 3.81], [-1.74, 1.93, 5.17], [-1.70, 3.47, 5.51], [0.89, -0.76, 1.02], [1.03, -0.98, 2.65], [0.96, 0.75, 1.83], [-1.15, -1.26, 1.82], [-1.18, 0.55, 1.41], [-0.91, -0.33, 4.00], [-2.30, -0.10, 3.43], [-1.72, 2.09, 2.94], [0.02, 2.05, 3.83], [-1.27, 1.53, 6.01], [-2.83, 1.98, 5.12], [-2.36, 4.00, 5.12], [-0.81, 3.87, 5.07], [-1.77, 3.70, 6.61]]}

=====

Values for largest force on an atom, hartree/bohr, ordered as above
0.0100; 0.0239; 0.0590; 0.2496